# C30H32Cl2HfN6O2PS2Se

A structure of composition C30H32Cl2HfN6O2PS2Se (ωB97M-V with the def2-TZVPD basis set, the OMol25 dataset).

```
! RIJCOSX wB97M-V def2-TZVPD def2/J DEFGRID3
* xyz 1 1
Hf 0.323 -0.042 0.177
Se 0.676 0.591 2.756
Cl 3.087 1.334 0.344
Cl 4.748 -0.466 -1.380
S 0.090 0.327 -4.796
S 1.354 -0.994 -1.937
P 0.262 0.442 -2.908
O 0.776 1.849 -2.289
O -1.053 0.309 -1.947
N -1.439 -1.064 0.678
N 3.812 -2.350 4.687
N -0.841 -3.398 0.502
N -0.875 1.888 0.535
N -2.952 0.811 0.951
N 1.178 -2.122 0.762
C 2.477 -4.487 1.452
C 2.994 2.360 -3.212
C -2.381 0.899 -2.303
C 2.501 -2.156 1.018
C -2.493 2.882 1.991
C 2.518 -2.648 4.623
C -5.794 -2.347 -0.230
C 1.373 4.165 -2.495
C -5.169 -3.582 -0.411
C -5.074 -1.223 0.150
C 1.957 -0.585 3.549
C 1.548 2.795 -3.109
C -1.663 -2.425 0.439
C -2.064 1.835 1.163
C 4.179 -1.162 4.217
C 0.493 -3.280 0.828
C 3.189 -3.295 1.356
C -3.710 -1.384 0.326
C 4.734 0.660 -0.052
C 1.559 -1.810 4.073
C -3.803 -3.737 -0.217
C -3.091 -2.607 0.145
C -2.260 2.333 -2.768
C -0.125 3.011 0.649
C -3.078 -0.025 -3.279
C -2.671 -0.411 0.695
C 1.129 -4.476 1.182
C -0.505 4.084 1.411
C -1.706 4.001 2.122
C 3.303 -0.250 3.648
H 0.127 4.958 1.460
H -5.769 -4.433 -0.705
H -2.883 -1.065 -3.018
H -3.449 2.788 2.482
H -2.022 4.817 2.758
H 5.057 0.177 0.863
H 5.235 -0.921 4.300
H 0.800 3.018 0.086
H 2.972 -5.411 1.720
H -3.268 2.714 -2.941
H 3.078 1.323 -3.535
H 3.014 -1.209 0.949
H -3.311 -4.691 -0.346
H 3.515 2.483 -2.264
H -4.153 0.143 -3.208
H 3.665 0.710 3.302
H -1.713 2.415 -3.706
H -1.782 2.957 -2.012
H 2.224 -3.609 5.031
H -2.902 0.879 -1.354
H -2.764 0.145 -4.308
H -5.549 -0.264 0.304
H 1.088 2.766 -4.097
H 0.319 4.384 -2.328
H 5.332 1.535 -0.277
H 0.530 -5.373 1.212
H 1.774 4.921 -3.168
H 0.522 -2.119 4.045
H 4.250 -3.244 1.551
H -6.862 -2.271 -0.385
H 3.495 2.982 -3.955
H 1.915 4.249 -1.550
*
```

The value obtained for the total energy is -167324.2134 eV. As for the largest force on an atom: 0.48 eV/A. The calculation puts the gap between HOMO and LUMO at 7.08 eV.